# 1
Computed, not measured: a 2-piece molecular cluster, C26H52B2F4IN3O8 overall, with ωB97M-V with the def2-TZVPD basis set.

The HOMO-LUMO gap comes out at 6.3 eV. As for the total energy: -68965.835 eV. The calculation puts the highest occupied orbital energy at -6.8642 eV.

Positions of all 96 atoms, in Å:
C -4.16 -2.40 3.90
C -2.66 -3.05 3.55
O -1.72 -1.92 3.57
B -0.41 -2.29 2.93
O 0.56 -2.94 3.87
C -0.12 -1.94 1.35
F -1.05 -2.89 0.63
C 1.36 -2.26 0.76
C 2.00 -3.73 1.12
C 3.54 -3.63 1.76
C 3.65 -2.64 3.06
I 5.74 -2.12 3.45
C 1.21 -2.26 -0.90
C 2.68 -2.44 -1.68
C 2.62 -3.62 -2.86
O 2.33 -4.96 -2.37
C 1.72 -3.15 -4.17
N 0.28 -3.61 -4.13
N 0.31 -1.23 -1.49
C -0.18 -0.06 -0.69
B 1.10 1.03 -0.65
O 0.95 2.47 -0.24
N 2.55 0.69 -0.95
C 3.00 1.36 -2.23
C 3.49 1.01 0.19
C -1.34 0.72 -1.55
C -0.78 1.68 -2.79
C -2.57 -0.11 -2.19
C -2.33 -0.73 -3.71
C -0.64 -0.43 0.88
O -2.13 -0.66 0.85
C -0.57 0.75 1.95
C 0.99 0.87 2.80
C 1.35 2.46 3.39
O 0.90 1.18 4.33
H -3.95 -1.65 4.80
H -4.91 -3.19 4.31
H -4.58 -1.74 3.03
H -2.40 -3.72 4.51
H -2.68 -3.67 2.56
H 0.38 -3.93 3.76
H 2.19 -1.46 0.98
H 2.14 -4.44 0.17
H 1.40 -4.38 1.88
H 3.81 -4.76 2.04
H 4.34 -3.30 0.97
H 3.28 -3.28 4.00
H 2.91 -1.71 3.02
H 0.73 -3.34 -1.10
H 2.96 -1.47 -2.32
H 3.57 -2.59 -0.93
H 3.74 -3.66 -3.27
H 2.96 -5.62 -2.81
H 2.28 -3.58 -5.13
H 1.83 -1.96 -4.25
H -0.06 -3.59 -3.15
H -0.25 -2.91 -4.74
H 0.86 -0.81 -2.31
H -0.45 -1.79 -1.98
H -0.01 2.75 -0.24
H 2.87 2.53 -2.24
H 4.16 1.16 -2.38
H 2.47 0.84 -3.15
H 4.47 1.53 -0.24
H 3.03 1.63 1.07
H 3.86 -0.04 0.63
H -1.82 1.50 -0.78
H -0.48 2.78 -2.41
H 0.05 1.18 -3.44
H -1.67 1.93 -3.55
H -3.48 0.65 -2.32
H -3.00 -1.00 -1.56
H -2.78 -1.84 -3.74
H -1.17 -0.87 -3.83
H -2.76 -0.07 -4.57
H -2.61 0.21 1.03
H -1.27 0.58 2.90
H -0.82 1.82 1.56
H 1.95 0.19 2.36
H 0.54 3.30 3.32
H 2.50 2.69 3.61
C -3.67 7.03 1.43
C -4.20 5.66 1.05
O -4.08 5.37 -0.34
C -2.80 4.94 -0.87
O -2.33 3.91 -0.17
C -1.76 6.11 -1.06
F -2.38 7.25 -1.47
F -0.85 5.82 -2.03
F -1.05 6.44 0.05
H -3.93 7.78 0.68
H -4.08 7.33 2.40
H -2.58 7.01 1.54
H -5.28 5.66 1.25
H -3.78 4.87 1.68
H -3.07 4.73 -1.92



# 2
Computed, not measured: C3H7N3O as an isolated structure, with ωB97M-V with the def2-TZVPD basis set.

The HOMO-LUMO gap (alpha / beta) comes out at 7.9 / 7.6 eV. As for the total energy: -9735.719 eV. The calculation puts the highest occupied orbital energy (alpha / beta) at -7.0840 / -6.7127 eV.

Positions of all 14 atoms, in Å:
C -1.68 -0.23 -0.41
C 0.89 0.36 -0.05
C -0.27 0.11 -0.46
N 2.20 0.51 -0.12
O 0.11 1.04 -2.05
N 0.41 -0.55 1.72
N -0.30 -1.49 1.99
H -0.42 1.85 -1.96
H 2.66 1.12 0.54
H 2.67 0.09 -0.90
H -0.14 -1.88 2.95
H -1.89 -0.84 0.47
H -2.29 0.68 -0.38
H -1.95 -0.77 -1.32



# 3
Computed, not measured: a 2-piece molecular cluster, C2H4NO overall, with ωB97M-V with the def2-TZVPD basis set.

Its total charge is +1. The HOMO-LUMO gap (alpha / beta) comes out at 9.9 / 3.8 eV. As for the total energy: -5661.000 eV. The calculation puts the highest occupied orbital energy (alpha / beta) at -15.5420 / -11.4905 eV.

Positions of all 8 atoms, in Å:
C -1.13 0.26 -0.90
C 1.96 0.23 0.57
N -2.41 0.26 -0.97
O 2.76 0.23 1.53
H 1.75 -0.57 -0.24
H -3.07 0.99 -1.00
H -2.88 -0.67 -0.64
H 3.00 -0.72 1.65



# 4
Computed, not measured: an isolated ion of composition CH2NO3S and charge -1, with ωB97M-V with the def2-TZVPD basis set.

Its total charge is -1. The HOMO-LUMO gap comes out at 7.9 eV. As for the total energy: -19537.823 eV. The calculation puts the highest occupied orbital energy at -4.1282 eV.

Positions of all 8 atoms, in Å:
C 2.13 -0.11 -0.06
N -0.38 -1.03 0.48
O 2.86 -1.00 -0.31
O 2.13 1.04 0.50
O -0.18 1.35 -0.66
S 0.23 -0.31 -0.77
H -1.20 -1.47 0.05
H 0.33 1.49 0.13



# 5
Computed, not measured: a 2-piece molecular cluster, CH5PS overall, with ωB97M-V with the def2-TZVPD basis set.

The HOMO-LUMO gap (alpha / beta) comes out at 7.9 / 7.8 eV. As for the total energy: -21238.676 eV. The calculation puts the highest occupied orbital energy (alpha / beta) at -9.2365 / -8.4383 eV.

Positions of all 8 atoms, in Å:
C -0.76 -0.74 -0.01
P 0.61 0.48 0.16
S 2.41 -0.09 -0.06
H -1.06 -0.82 -1.08
H -0.39 -1.73 0.16
H -1.57 -0.43 0.77
H 0.33 0.89 1.40
H 0.42 2.43 -1.36



# 6
Computed, not measured: C30H29FN5O3Se2W as an isolated structure, with ωB97M-V with the def2-TZVPD basis set.

Its total charge is +3. The HOMO-LUMO gap (alpha / beta) comes out at 6.3 / 5.8 eV. The spin multiplicity is 3. As for the total energy: -180387.430 eV. The calculation puts the highest occupied orbital energy (alpha / beta) at -16.4373 / -16.6357 eV. As for the expectation value of S²: 2.01.

Positions of all 71 atoms, in Å:
W 0.33 -0.07 -0.16
C -1.68 0.01 7.16
C -1.16 -1.33 6.68
C -0.11 -1.91 7.61
C 0.29 -3.30 7.15
C 0.71 -3.28 5.70
C 1.54 -4.25 5.20
C 1.97 -4.22 3.87
F 2.77 -5.18 3.44
C 1.60 -3.22 3.02
C 0.75 -2.22 3.50
C 0.35 -1.14 2.65
O 0.86 -1.10 1.42
C -0.50 -0.17 3.15
C -0.92 -0.27 4.48
N -0.57 -1.25 5.28
C 0.29 -2.25 4.83
C -1.01 1.01 2.38
O -1.71 1.84 2.86
O -0.61 1.09 1.09
H -1.98 -0.11 8.20
H -2.56 0.36 6.62
H -0.90 0.78 7.13
H -1.99 -2.04 6.58
H -0.53 -1.95 8.61
H 0.76 -1.25 7.65
H -0.56 -3.99 7.26
H 1.10 -3.70 7.75
H 1.90 -5.06 5.84
H 1.95 -3.21 2.00
H -1.58 0.50 4.86
Se 0.16 -1.52 -2.30
Se -1.27 1.09 -2.00
C 0.06 2.41 -1.72
C 0.13 3.68 -2.24
C 1.17 4.49 -1.80
C 2.08 4.00 -0.87
C 1.94 2.70 -0.40
N 0.94 1.92 -0.83
C -1.39 -2.05 -1.33
C -2.36 -2.96 -1.70
C -3.43 -3.13 -0.83
C -3.49 -2.38 0.34
C -2.49 -1.49 0.64
N -1.44 -1.34 -0.19
H -0.60 4.02 -2.96
H 1.27 5.50 -2.17
H 2.89 4.61 -0.50
H 2.62 2.28 0.33
H -2.28 -3.50 -2.63
H -4.22 -3.83 -1.08
H -4.33 -2.48 1.02
H -2.52 -0.87 1.52
N 2.35 -0.30 -0.43
C 3.44 -0.59 -0.75
N 4.62 -0.89 -1.11
C 5.50 -1.77 -0.28
C 5.99 -2.94 -1.12
C 6.64 -2.45 -2.41
C 5.68 -1.59 -3.22
C 5.20 -0.40 -2.40
H 4.93 -2.08 0.60
H 6.33 -1.14 0.05
H 5.14 -3.60 -1.34
H 6.69 -3.51 -0.51
H 6.96 -3.31 -3.00
H 7.55 -1.88 -2.17
H 4.82 -2.18 -3.55
H 6.17 -1.20 -4.11
H 4.43 0.18 -2.92
H 6.02 0.27 -2.14